{
  "formula": "C25H51O15PS5",
  "method": "ωB97M-V/def2-TZVPD",
  "e_homo_ev": -9.31,
  "gap_ev": 9.7,
  "symbols": ["C", "C", "C", "C", "O", "C", "O", "P", "O", "O", "O", "H", "H", "H", "H", "H", "H", "H", "H", "H", "H", "H", "O", "S", "O", "C", "C", "C", "C", "H", "H", "H", "H", "H", "H", "H", "H", "O", "S", "O", "C", "C", "C", "C", "H", "H", "H", "H", "H", "H", "H", "H", "O", "S", "O", "C", "C", "C", "C", "H", "H", "H", "H", "H", "H", "H", "H", "O", "S", "O", "C", "C", "C", "C", "H", "H", "H", "H", "H", "H", "H", "H", "O", "S", "O", "C", "C", "C", "C", "H", "H", "H", "H", "H", "H", "H", "H"],
  "xyz": [[-1.34782, -0.32028, -1.03464], [-1.40811, 1.22365, -0.48864], [-0.93741, 2.36542, -1.56538], [0.23400, 1.89971, -2.61237], [1.23425, 2.98107, -2.71336], [2.14729, 3.00196, -1.56017], [2.09098, 2.21578, -0.48182], [-0.63131, 1.79680, -4.35446], [-0.73080, 3.32052, -4.87002], [-2.28491, 1.16301, -4.23106], [0.33422, 0.83956, -5.44244], [-0.40790, -0.82661, -0.50025], [-1.23500, -0.43454, -2.19535], [-2.28474, -0.94614, -0.64024], [-2.54795, 1.46174, -0.22590], [-0.81892, 1.39984, 0.53009], [-1.84249, 2.76972, -2.20573], [-0.57197, 3.30002, -0.91840], [0.79210, 0.91010, -2.33255], [3.05193, 3.77920, -1.59693], [-2.90884, 1.88697, -3.92502], [0.39585, -0.10412, -5.08235], [-0.29389, -1.33049, -4.17628], [-1.56303, -2.00909, -4.01845], [-2.71024, -1.37451, -3.40066], [-2.05329, -2.66481, -5.60126], [-1.41626, -4.04562, -5.64934], [-1.63743, -4.65227, -4.26455], [-1.27017, -3.58678, -3.23308], [-1.71120, -2.00577, -6.40102], [-3.14513, -2.73428, -5.61100], [-1.85515, -4.66344, -6.43820], [-0.34126, -3.95673, -5.84663], [-2.69315, -4.92708, -4.15116], [-1.04466, -5.56115, -4.12152], [-1.88845, -3.66596, -2.33532], [-0.21199, -3.63949, -2.96261], [5.32396, 4.82569, -2.56521], [6.03883, 4.80867, -3.82410], [7.48313, 4.71125, -3.89456], [5.32735, 3.54547, -4.86031], [4.20583, 4.25650, -5.60287], [4.77830, 5.61043, -6.01971], [5.49485, 6.19887, -4.80548], [4.97684, 2.71311, -4.24770], [6.10313, 3.20399, -5.55212], [3.86439, 3.67696, -6.46553], [3.34937, 4.40707, -4.93486], [5.49507, 5.46719, -6.83743], [3.99714, 6.28566, -6.38271], [6.36112, 6.79656, -5.10020], [4.81733, 6.80102, -4.19389], [-3.00488, 2.69697, 1.39013], [-3.13135, 2.10191, 2.70392], [-2.41513, 0.90044, 3.08334], [-2.82585, 3.36213, 3.92627], [-4.19117, 3.98755, 4.17018], [-5.17483, 2.82047, 4.24025], [-4.86769, 1.89075, 3.06749], [-2.08775, 4.07396, 3.55278], [-2.45155, 2.86936, 4.82856], [-4.20212, 4.58355, 5.08740], [-4.45750, 4.64587, 3.33465], [-5.03437, 2.28134, 5.18500], [-6.21348, 3.16426, 4.21001], [-5.06112, 0.84547, 3.32145], [-5.43686, 2.16918, 2.17632], [0.78893, -3.02782, 0.05080], [0.66022, -2.41088, 1.35424], [-0.61327, -1.95377, 1.87360], [1.42268, -3.47727, 2.56134], [2.87789, -3.03412, 2.58807], [2.84631, -1.50675, 2.56091], [1.85429, -1.08773, 1.47721], [1.29684, -4.52146, 2.27010], [0.93724, -3.29332, 3.52444], [3.39747, -3.41392, 3.47261], [3.40111, -3.40893, 1.70026], [2.50903, -1.13157, 3.53477], [3.83844, -1.08475, 2.37248], [1.34139, -0.15874, 1.73881], [2.34423, -0.98195, 0.50539], [1.22693, -4.29118, 5.72449], [0.63654, -4.10156, 7.03277], [1.42753, -3.76224, 8.19881], [-0.69914, -2.93119, 6.88514], [-1.91299, -3.78648, 6.55378], [-1.82166, -5.00717, 7.46820], [-0.38370, -5.51960, 7.40688], [-0.46799, -2.19575, 6.11269], [-0.81875, -2.43608, 7.85344], [-2.84596, -3.23545, 6.70394], [-1.87262, -4.10593, 5.50556], [-2.06449, -4.71178, 8.49616], [-2.53148, -5.78680, 7.17453], [-0.06961, -5.95164, 8.36040], [-0.25356, -6.25172, 6.60517]],
  "atomic_forces_ev_per_a": [[0.96, -0.43, 1.28], [-1.28, 0.27, -0.11], [-0.19, 0.37, 0.57], [-0.64, -0.53, 1.10], [2.15, -0.91, 3.12], [-0.38, -3.18, 3.71], [-0.23, 4.39, -6.80], [-0.60, 4.75, -2.90], [0.37, -5.84, 1.77], [2.88, 1.44, 0.14], [-2.27, 0.80, 2.87], [-2.04, 1.02, -1.51], [-0.31, 0.67, 2.87], [2.04, 1.49, -1.06], [2.82, -0.54, -0.75], [-1.15, -0.68, -2.36], [1.77, -0.86, 1.40], [-0.55, -2.05, -1.69], [-1.28, 1.81, -0.36], [-2.31, -1.44, -0.61], [1.45, -0.91, -0.60], [-0.35, 1.41, -0.41], [0.23, -0.06, 0.32], [-1.94, -0.46, 0.23], [0.77, -0.59, -0.65], [0.03, -0.13, -0.60], [0.18, -0.17, -0.14], [-0.16, -0.31, -0.05], [0.32, -0.50, 0.41], [-0.08, 0.09, 0.19], [0.17, 0.13, 0.11], [0.08, 0.12, 0.09], [-0.14, 0.00, -0.03], [0.15, 0.04, -0.03], [-0.11, 0.16, 0.02], [0.22, 0.29, -0.10], [-0.16, 0.15, 0.04], [0.31, -0.02, -0.08], [0.46, -0.21, -0.11], [-0.53, 0.08, 0.43], [-0.25, -0.41, -0.28], [-0.32, 0.01, -0.01], [-0.06, 0.05, -0.37], [-0.14, 0.65, -0.29], [0.16, 0.13, 0.06], [-0.03, 0.07, 0.17], [0.01, 0.07, 0.18], [0.07, -0.10, -0.11], [-0.09, 0.02, 0.12], [0.15, -0.10, 0.06], [-0.07, -0.13, 0.27], [0.15, -0.16, 0.02], [-0.18, -0.01, 0.75], [0.44, -0.36, 0.07], [-0.19, 0.51, -0.46], [0.12, 0.45, 0.35], [-0.13, 0.25, -0.01], [-0.23, 0.03, 0.29], [-0.70, -0.19, 0.05], [-0.01, -0.23, -0.07], [-0.01, 0.00, -0.18], [0.01, -0.06, -0.15], [0.08, -0.06, 0.11], [-0.01, 0.08, -0.13], [0.16, -0.09, 0.01], [0.17, 0.13, -0.22], [0.21, -0.06, 0.06], [-0.31, 0.01, 0.03], [-0.25, 0.08, 0.52], [0.24, -0.37, -0.48], [0.18, -0.31, 0.30], [0.26, -0.11, 0.01], [0.20, 0.11, 0.25], [0.35, 0.61, -0.07], [-0.15, 0.16, -0.03], [0.06, -0.05, -0.19], [-0.12, 0.02, -0.12], [-0.07, 0.01, 0.10], [0.05, -0.07, -0.13], [-0.18, -0.02, 0.03], [-0.07, -0.19, -0.25], [-0.20, -0.04, 0.09], [0.13, 0.07, 0.36], [0.23, 0.30, 0.47], [0.00, -0.18, -0.69], [-0.39, 0.39, -0.12], [-0.19, -0.05, -0.22], [-0.33, -0.05, 0.18], [-0.27, -0.65, 0.16], [0.14, -0.10, 0.10], [0.12, -0.08, -0.11], [0.15, -0.07, -0.06], [-0.01, 0.11, 0.11], [0.04, -0.04, -0.14], [0.13, 0.11, 0.07], [0.16, 0.11, -0.24], [0.10, 0.18, 0.08]],
  "mulliken_charge": [0.52, 0.48, -1.06, 0.55, -0.27, 0.10, -0.46, 0.78, -0.70, -0.50, -0.58, -0.41, -0.86, 0.38, 0.01, 0.00, 0.33, 0.27, 0.32, 0.27, 0.35, 0.57, -0.87, 1.29, -0.63, -0.89, -0.52, -0.64, -0.68, 0.39, 0.34, 0.37, 0.28, 0.30, 0.32, 0.34, 0.39, -0.62, 1.13, -0.69, -0.70, -0.33, -0.71, -0.61, 0.38, 0.33, 0.35, 0.13, 0.31, 0.34, 0.35, 0.35, -0.67, 1.25, -0.67, -0.80, -0.55, -0.58, -0.73, 0.38, 0.38, 0.35, 0.28, 0.29, 0.31, 0.36, 0.36, -0.62, 1.10, -0.56, -0.40, -0.66, -0.80, -0.33, 0.48, 0.03, 0.37, 0.29, 0.29, 0.35, 0.26, 0.35, -0.58, 1.12, -0.70, -0.70, -0.54, -0.62, -0.65, 0.39, 0.33, 0.36, 0.25, 0.30, 0.33, 0.33, 0.37]
}

***

{
  "formula": "C11H21Cl3F3LiMg3O15S2",
  "method": "ωB97M-V/def2-TZVPD",
  "e_homo_ev": -7.21,
  "gap_ev": 1.2,
  "e_above_lowest_kcal_mol": 110.6,
  "symbols": ["C", "O", "C", "C", "C", "C", "C", "C", "C", "C", "S", "O", "O", "O", "H", "H", "H", "H", "H", "H", "H", "H", "H", "H", "H", "H", "H", "H", "H", "H", "H", "H", "H", "O", "H", "H", "Li", "Mg", "C", "O", "O", "O", "Mg", "C", "F", "F", "F", "S", "O", "O", "O", "Cl", "Mg", "O", "Cl", "O", "O", "O", "Cl"],
  "xyz": [[4.52853, -2.04661, 0.77768], [4.51679, -2.59298, -0.60487], [5.59461, -1.95853, -1.41467], [5.03001, -0.97730, -2.60067], [4.59236, 0.53681, -2.05573], [3.00634, 0.42338, -1.61070], [2.56449, 1.48450, -0.42809], [0.93659, 1.33285, -0.07629], [0.58810, 0.01660, 0.83609], [0.35106, -1.37161, -0.00277], [-0.72122, -1.20792, -1.52957], [-0.01367, -0.54942, -2.74418], [-2.04608, -0.53142, -1.10352], [-1.13041, -2.82218, -2.01785], [4.40612, -0.85983, 0.74946], [3.66172, -2.50310, 1.45768], [5.55575, -2.27976, 1.30707], [6.30779, -1.31130, -0.73042], [6.16393, -2.84898, -1.96136], [5.77080, -0.86638, -3.52911], [4.03827, -1.44565, -3.05513], [4.69301, 1.34204, -2.90836], [5.28377, 0.85972, -1.15942], [2.85722, -0.65364, -1.17565], [2.36787, 0.56444, -2.58880], [2.79397, 2.60347, -0.77373], [3.17453, 1.31237, 0.58283], [0.25933, 1.46376, -1.03313], [0.69642, 2.28180, 0.60718], [-0.29022, 0.28975, 1.56182], [1.54344, -0.17365, 1.52642], [-0.22996, -2.10896, 0.73438], [1.35386, -1.95030, -0.27470], [0.02541, -0.29557, -5.91425], [-0.35846, 0.55277, -6.18255], [-0.10517, -0.31844, -4.95445], [-0.14608, -1.24541, 2.54125], [0.15392, 1.50324, -3.28848], [2.23503, 5.56068, -0.89393], [1.78165, 6.68713, -1.02587], [1.56320, 4.53941, -0.70938], [3.43582, 5.26782, -0.92474], [2.55392, 5.18519, -3.55991], [-5.77347, -0.38082, 3.45734], [-6.03337, -0.74334, 2.15997], [-6.70953, 0.57143, 3.77224], [-6.08705, -1.47719, 4.22001], [-4.01841, 0.20812, 3.71214], [-3.86193, 1.37168, 2.82838], [-3.16414, -0.92485, 3.33043], [-3.92070, 0.54952, 5.13789], [-7.20953, -2.48429, 5.89620], [-0.50953, -4.37467, -3.02111], [-11.80904, -0.28842, 3.42728], [-10.40962, 0.06868, 3.55621], [-10.24936, 1.48999, 3.31770], [-9.62950, -0.67500, 2.58631], [-9.95014, -0.25162, 4.89372], [-0.00904, -3.54802, 0.87571]],
  "atomic_forces_ev_per_a": [[0.16, 0.63, 0.65], [1.17, 1.82, 1.06], [0.39, 0.07, -1.11], [-0.82, 0.64, -0.45], [-0.44, -0.66, -0.16], [0.96, 0.21, 1.20], [-0.45, 0.09, -0.60], [1.08, 1.74, 1.70], [1.07, 0.52, -1.23], [1.50, 3.92, -1.05], [-4.30, -0.81, 0.54], [-0.97, -0.50, 1.39], [5.00, -2.10, -1.75], [1.87, 3.48, 0.36], [0.18, -2.46, 0.06], [1.80, 0.78, -1.92], [-1.99, 0.39, -1.07], [-1.29, -1.55, -1.34], [-1.04, 1.93, 1.42], [-1.28, -0.43, 2.32], [2.09, 0.76, 0.95], [-0.10, -1.61, 1.69], [-1.44, -0.60, -1.70], [0.10, 1.95, -1.13], [1.06, -0.34, 1.83], [-0.70, -2.44, 0.83], [-1.27, 0.20, -2.27], [1.12, -0.50, 2.03], [0.38, -1.96, -1.70], [1.02, -0.20, -1.73], [-1.74, 0.33, -1.45], [-0.05, 1.96, -1.97], [-2.33, 1.66, 0.37], [-0.02, 0.49, 0.37], [0.03, -0.26, -0.18], [-0.10, -0.53, -0.21], [-0.67, -0.68, 0.17], [0.22, -0.26, 0.44], [-0.59, -0.09, 1.19], [-0.72, 1.84, -0.99], [-2.98, -2.19, -0.13], [4.15, 0.16, -1.44], [-0.19, -0.19, 1.31], [-2.85, 1.16, -1.75], [0.72, 0.40, 1.71], [1.71, -1.13, -0.25], [0.76, -0.30, 0.21], [2.94, 1.92, 0.97], [-0.95, -1.55, 0.57], [-0.72, 0.13, -0.07], [-0.90, -0.82, -1.50], [-0.28, 0.31, -0.20], [-0.37, 1.40, 1.10], [0.83, -0.08, 0.35], [-0.29, 0.76, -1.18], [0.09, -0.94, 0.36], [-0.29, 0.18, 0.50], [-0.07, -0.12, 0.11], [-0.23, -6.53, 2.78]],
  "mulliken_charge": [-0.44, -0.35, -0.47, -0.48, -0.51, 1.26, -0.04, 0.15, -0.98, -0.07, 1.06, -0.46, -0.63, -0.47, 0.14, 0.18, 0.35, 0.29, 0.25, 0.35, 0.19, 0.32, 0.29, -0.66, -0.54, -0.12, 0.19, -0.76, 0.29, 0.60, 0.37, -0.02, 0.21, -0.58, 0.33, 0.25, 0.92, 0.49, 0.53, -0.55, -0.43, -0.47, 0.64, 0.52, -0.21, -0.21, -0.14, 1.22, -0.64, -0.67, -0.65, 0.19, 0.84, -0.55, 1.68, -0.53, -0.52, -0.48, -0.46]
}

***

{
  "formula": "C5H14",
  "method": "ωB97M-V/def2-TZVPD",
  "e_homo_ev": -11.01,
  "gap_ev": 12.2,
  "e_above_lowest_kcal_mol": 24.2,
  "symbols": ["C", "C", "C", "H", "H", "H", "H", "H", "H", "H", "H", "C", "C", "H", "H", "H", "H", "H", "H"],
  "xyz": [[-1.37477, 0.80806, 1.54084], [0.09861, 1.32521, 1.85731], [1.16136, 0.67897, 0.90048], [-1.48605, -0.23583, 1.93088], [-2.12030, 1.29308, 2.18919], [-1.66972, 0.94871, 0.51476], [0.30604, 0.93745, 2.83963], [0.22733, 2.37085, 1.73970], [1.26920, 1.31456, 0.08187], [0.75169, -0.22588, 0.66974], [2.18494, 0.47822, 1.34073], [-0.48299, -0.89299, -2.40095], [0.64888, -1.43529, -1.55388], [-0.43504, -1.37582, -3.41901], [-1.36956, -1.24236, -1.91468], [-0.44954, 0.20729, -2.42253], [0.13440, -1.85696, -0.65514], [1.49841, -0.80091, -1.27490], [1.10711, -2.29637, -1.96405]],
  "atomic_forces_ev_per_a": [[0.88, 0.08, 1.77], [-0.34, -2.13, -0.97], [0.61, 1.18, 3.01], [0.38, 0.47, -1.02], [0.30, 0.46, -0.32], [-0.07, -0.27, -0.41], [0.15, 0.54, 0.68], [-0.33, 1.11, 0.55], [0.26, 0.70, -1.71], [-0.66, -2.41, -1.11], [-1.17, 0.51, -0.19], [0.90, -0.10, -1.16], [-0.24, -0.68, 1.61], [-0.22, 1.01, 0.81], [-0.89, 0.19, -0.12], [-0.30, -0.45, -0.35], [0.98, 0.57, -0.13], [-0.64, 0.20, -0.09], [0.40, -0.98, -0.85]],
  "mulliken_charge": [-1.06, -0.35, -0.73, 0.28, 0.36, 0.27, 0.26, 0.33, 0.36, -0.02, 0.28, -0.74, -0.84, 0.30, 0.23, 0.22, 0.19, 0.25, 0.42]
}

***

{
  "formula": "C5H10ClN",
  "method": "ωB97M-V/def2-TZVPD",
  "e_homo_ev": [-8.20, -8.11],
  "gap_ev": [8.1, 7.8],
  "e_above_lowest_kcal_mol": 119.9,
  "symbols": ["C", "C", "C", "C", "C", "N", "Cl", "H", "H", "H", "H", "H", "H", "H", "H", "H", "H"],
  "xyz": [[0.79668, 0.21981, 1.01894], [-0.81221, 0.24715, -0.76351], [1.74384, 1.11105, 0.43985], [-1.93434, -0.32751, 0.13646], [-0.07161, -0.65100, -1.64019], [1.09896, -0.30585, 2.15346], [0.10483, -1.54041, 2.84967], [-1.04400, 1.28931, -0.99938], [1.29761, 1.53401, -0.42222], [2.64811, 0.49213, 0.25930], [2.05893, 1.87383, 1.17026], [-2.02771, 0.22228, 1.03171], [-1.42433, -1.27013, 0.56980], [-2.94170, -0.36247, -0.13794], [-0.58886, -0.86823, -2.60338], [0.26270, -1.59299, -1.26458], [0.83310, -0.07100, -1.79826]],
  "atomic_forces_ev_per_a": [[-2.22, -1.75, 1.15], [-1.75, -1.13, 4.42], [2.33, 0.76, 0.48], [3.65, -1.62, 0.97], [0.55, 0.89, -1.60], [-0.66, 0.75, -2.00], [-0.33, 0.00, -0.10], [0.91, -0.13, -0.32], [0.39, 0.70, -0.92], [-0.31, 0.62, -0.48], [-0.12, -0.04, -0.33], [0.28, 1.21, 1.05], [-1.72, 0.85, -1.01], [-1.45, -0.72, -1.53], [0.30, 0.45, 0.38], [-0.29, -0.57, 0.83], [0.43, -0.27, -0.98]],
  "mulliken_charge": [0.49, -0.13, -0.96, -1.13, -0.81, -0.47, -0.14, 0.41, 0.28, 0.23, 0.36, 0.38, 0.15, 0.40, 0.35, 0.28, 0.31]
}

***

| no. | E (a.u.) |
| --- | --- |
| 1 | -4443.9395 |
| 2 | -4643.6411 |
| 3 | -198.8506 |
| 4 | -711.2644 |